One molecule with the formula C2H6N2O at a distorted geometry, computed with the ωB97M-V functional and the def2-TZVPD basis.

ORCA input file:
```
! wB97M-V def2-TZVPD RIJCOSX def2/J DEFGRID3
* xyz 0 1
N 0.7981 1.5893 0.7074
C -0.2364 0.5401 0.8670
C -0.1352 -0.5635 -0.1480
N -0.5824 -0.2122 -1.4126
O 0.0773 -1.7257 0.1220
H 0.9772 1.6118 -0.2838
H 1.5994 1.4648 1.2957
H -0.1444 0.1182 1.8715
H -1.2172 1.0214 0.8386
H -1.1529 0.5777 -1.6410
H -0.2073 -0.6979 -2.2146
*
```

Calculated values
**HOMO level**: -9.28 eV
**Energy relative to the best compared isomer or geometry (same formula, charge and spin)**: 81.5 kJ/mol
**Max |F|**: 0.0443 Eh/bohr
**Total energy**: -7198.943 eV
**Gap between HOMO and LUMO**: 10.101 eV

***

One molecule with the formula C2H6N2O at a distorted geometry, computed with the ωB97M-V functional and the def2-TZVPD basis.

ORCA input file:
```
! wB97M-V def2-TZVPD RIJCOSX def2/J DEFGRID3
* xyz 0 1
C 0.0230 -0.7350 0.5751
C -0.1253 -0.5168 -0.9377
H 1.8259 0.3332 0.6703
H 0.5244 1.2532 0.7506
H 0.4864 -1.7197 0.7992
H -0.8674 -0.8537 1.0884
H 0.5243 -0.9561 -1.7829
H -1.5402 0.9829 0.0011
N 0.8429 0.2454 1.0176
N -0.5554 0.5031 -1.4584
O -1.1386 1.4636 -0.7232
*
```

Calculated values
**HOMO level**: -9.18 eV
**Energy relative to the best compared isomer or geometry (same formula, charge and spin)**: 407.9 kJ/mol
**Max |F|**: 0.1447 Eh/bohr
**Total energy**: -7195.560 eV
**Gap between HOMO and LUMO**: 10.045 eV

***

A 2-piece molecular cluster, C2H6N2O overall at a distorted geometry, computed with the ωB97M-V functional and the def2-TZVPD basis.

ORCA input file:
```
! wB97M-V def2-TZVPD RIJCOSX def2/J DEFGRID3
* xyz 1 2
O -2.0486 -0.4708 -0.0824
C -2.0516 0.7817 -0.0946
H -2.9248 1.3999 -0.0421
H -1.0568 1.2716 -0.0329
N 0.5649 -0.9479 -0.2249
C 1.6191 -0.2836 0.3909
N 1.9675 0.8570 -0.0102
H -0.4490 -0.8463 0.0954
H 0.7610 -1.0188 -1.3020
H 2.1102 -0.5799 1.2594
H 2.8174 1.1877 0.5491
*
```

Calculated values
**HOMO level (alpha / beta)**: -15.75 / -15.67 eV
**⟨S²⟩**: 0.761
**Energy relative to the best compared isomer or geometry (same formula, charge and spin)**: 256.0 kJ/mol
**Max |F|**: 0.0665 Eh/bohr
**Total energy**: -7187.659 eV
**Gap between HOMO and LUMO (alpha / beta)**: 11.483 / 6.644 eV

***

C2H6N2O2 as an isolated structure at a distorted geometry, computed with the ωB97M-V functional and the def2-TZVPD basis.

ORCA input file:
```
! wB97M-V def2-TZVPD RIJCOSX def2/J DEFGRID3
* xyz 0 1
C -0.1631 0.2898 0.5557
C 1.0682 1.0523 0.1603
N -0.1259 -1.0426 0.4715
O -1.2217 -1.5800 1.1685
N -0.7805 -0.4461 -1.6578
O 0.0544 -0.6039 -2.4594
H -1.1945 -2.5193 0.9474
H -0.7508 0.7134 1.3741
H -1.0094 0.3980 -0.7175
H 1.4208 0.6962 -0.8111
H 0.8436 2.1152 0.0666
H 1.8589 0.9269 0.9017
*
```

Calculated values
**HOMO level (alpha / beta)**: -8.07 / -8.07 eV
**Energy relative to the best compared isomer or geometry (same formula, charge and spin)**: 707.1 kJ/mol
**Max |F|**: 0.0559 Eh/bohr
**Total energy**: -9239.989 eV
**Gap between HOMO and LUMO (alpha / beta)**: 8.072 / 8.072 eV

***

A 2-piece molecular cluster, C2H6N2O2 overall at a distorted geometry, computed with the ωB97M-V functional and the def2-TZVPD basis.

ORCA input file:
```
! wB97M-V def2-TZVPD RIJCOSX def2/J DEFGRID3
* xyz 0 1
O -2.5808 0.9966 0.4707
C -3.6202 0.8618 -0.1693
N -3.7480 0.0611 -1.1530
H -4.5843 1.4044 -0.0152
H -2.9822 -0.5586 -1.4285
H -4.6398 0.0257 -1.6530
O 3.2495 -2.1130 0.3941
C 3.8566 -1.0088 0.3109
N 3.5364 0.0584 1.0513
H 4.5999 -0.6921 -0.4604
H 2.9612 0.0191 1.8964
H 3.9517 0.9454 0.7560
*
```

Calculated values
**HOMO level**: -9.88 eV
**Energy relative to the best compared isomer or geometry (same formula, charge and spin)**: 86.7 kJ/mol
**Max |F|**: 0.0995 Eh/bohr
**Total energy**: -9246.419 eV
**Gap between HOMO and LUMO**: 10.727 eV

***

A 2-piece molecular cluster, C2H6N2O2 overall at a distorted geometry, computed with the ωB97M-V functional and the def2-TZVPD basis.

ORCA input file:
```
! wB97M-V def2-TZVPD RIJCOSX def2/J DEFGRID3
* xyz 0 1
C 1.7148 -1.2990 -0.3705
N 2.3748 -1.7048 -1.4888
O 0.4781 -1.3360 -0.3296
H 2.4247 -0.8521 0.3724
H 3.3437 -1.9754 -1.5585
H 1.8120 -1.5741 -2.2941
C -2.2755 2.0548 1.0835
N -1.6264 0.7956 0.9853
O -3.4318 2.3567 1.2251
H -1.5977 2.8489 0.8585
H -2.2043 -0.0386 1.3336
H -1.0124 0.7241 0.1831
*
```

Calculated values
**HOMO level**: -9.80 eV
**Energy relative to the best compared isomer or geometry (same formula, charge and spin)**: 109.3 kJ/mol
**Max |F|**: 0.0615 Eh/bohr
**Total energy**: -9246.185 eV
**Gap between HOMO and LUMO**: 10.495 eV

***

Question: What is the total energy in the second record?
Answer: -7195.560 eV